1.
Entry from the Open Molecules 2025 dataset: a gas-phase ion, C6H18P3 (charge +1) at a distorted geometry (ωB97M-V/def2-TZVPD).

Output
**Frontier orbital gap**: 8.95 eV
**Calculated total energy**: -34372.3252 eV
**Charge**: +1

Last column: Mulliken charge in e.
Geometry (Å):
C: -3.11825 0.28417 0.00509  -0.88
C: -1.78007 -1.90957 1.17031  -0.70
C: 3.09750 0.26382 0.24820  -1.02
C: 1.76790 -1.71097 -1.20839  -0.90
C: 0.05318 1.52585 -1.55648  -1.29
C: -0.18304 1.56581 1.35887  -1.09
P: -1.74768 -0.89600 -0.37282  0.03
P: 1.71697 -0.99664 0.53051  0.12
P: 0.06183 0.37119 -0.10581  0.58
H: -3.11858 0.97762 -0.87229  0.32
H: -2.55420 0.70573 0.85864  0.18
H: -3.95047 -0.35642 0.19970  0.42
H: -0.81082 -1.79311 1.41176  0.16
H: -2.03542 -2.95795 0.95708  0.36
H: -2.44655 -1.56887 1.99215  0.37
H: 2.92764 0.97883 1.13648  0.39
H: 3.06573 0.82651 -0.75900  0.38
H: 3.87668 -0.56035 0.33143  0.38
H: 0.78137 -1.98746 -1.51325  0.34
H: 2.54139 -2.60253 -1.29294  0.35
H: 2.05240 -0.79614 -1.79592  0.27
H: -0.88106 1.51564 -1.94605  0.47
H: 0.75836 1.08951 -2.30394  0.31
H: 0.35629 2.57532 -1.34730  0.46
H: 0.81149 1.43151 1.97380  0.27
H: -1.03925 1.47875 2.09217  0.42
H: -0.20335 2.54574 0.80801  0.33

Cartesian forces (eV/Å) of the 3 atoms listed first:
3.190 0.808 -0.828
-3.101 -0.084 -0.775
-1.128 -0.222 0.644

***

2.
Entry from the Open Molecules 2025 dataset: 10 unconnected molecules or ions with the total composition C45H44F9N3O29S at a distorted geometry (ωB97M-V/def2-TZVPD).

Output
**Frontier orbital gap**: 7.86 eV
**Calculated total energy**: -146520.2921 eV

Last column: Mulliken charge in e.
Geometry (Å):
C: -4.70455 -4.23015 4.86834  -1.11
C: -3.68821 -3.99151 5.98981  -0.59
C: -2.27553 -3.64783 5.51382  -0.59
N: -2.02173 -2.17728 5.53756  -0.21
C: -1.57438 -1.58287 4.37285  -0.31
C: -0.46540 -0.81921 4.27100  0.53
C: 0.43447 -0.53325 5.40772  -0.09
C: 1.79366 -0.85427 5.37620  -0.30
C: 2.53927 -0.50216 6.48607  -0.44
C: 1.96515 0.12906 7.57854  -0.32
N: 0.66641 0.42759 7.62634  -0.67
C: -0.04369 0.10600 6.54879  -0.26
C: -0.11452 -0.18043 2.97920  -0.46
O: 1.03455 -0.06569 2.61318  -0.72
C: -1.28046 0.27386 2.17621  0.98
C: -1.26854 1.43564 1.39636  -0.04
N: -0.15819 2.28187 1.32056  -0.58
C: -2.42705 1.76512 0.67101  -0.87
C: -3.55050 0.95246 0.76091  -0.31
S: -4.99283 1.45582 -0.17780  -0.16
C: -3.56856 -0.20473 1.53915  -0.58
C: -2.42640 -0.52676 2.25673  0.57
C: -2.39319 -1.73550 3.12357  0.43
O: -2.95575 -2.74830 2.81210  -0.59
H: -4.28504 -4.77166 4.02669  0.28
H: -5.10767 -3.29080 4.49626  0.23
H: -5.55803 -4.78440 5.25646  0.41
H: -4.07463 -3.19873 6.62645  0.29
H: -3.65511 -4.89235 6.60307  0.37
H: -2.05145 -4.09544 4.55345  0.45
H: -1.59847 -4.08944 6.24542  0.37
H: -1.37915 -1.98969 6.29465  0.34
H: 2.23591 -1.33408 4.51964  0.50
H: 3.60072 -0.70556 6.50612  0.39
H: 2.58418 0.39073 8.42413  0.42
H: -1.09642 0.37192 6.56584  0.48
H: 0.61235 1.97279 1.89149  0.27
H: 0.13023 2.49041 0.37829  0.16
H: -2.41258 2.64987 0.05124  0.81
H: -5.38947 2.47992 0.59042  0.23
H: -4.44861 -0.82420 1.60741  0.62
C: -3.53374 4.89115 -4.29453  -0.43
C: -2.53408 4.06104 -3.52542  0.64
O: -2.88174 4.34758 -2.17604  -0.26
C: -4.21009 4.64686 -2.15807  0.64
O: -4.87274 4.68513 -1.17516  -0.54
O: -4.66469 4.88430 -3.40776  -0.37
F: -1.25233 4.44956 -3.74204  -0.30
H: -3.20191 5.91788 -4.43713  0.25
H: -3.79060 4.45571 -5.25713  0.35
H: -2.60910 2.98898 -3.70027  0.10
C: 1.23635 0.54649 -2.63557  -0.60
C: 1.52302 1.64767 -3.62811  0.39
O: 0.42151 1.53169 -4.53277  -0.36
C: -0.61380 1.02910 -3.82607  0.81
O: -1.75183 1.05490 -4.18492  -0.71
O: -0.20032 0.51367 -2.65003  -0.15
F: 2.66679 1.42333 -4.30810  -0.34
H: 1.62667 -0.41477 -2.96957  0.19
H: 1.61196 0.76088 -1.63850  0.39
H: 1.53858 2.64558 -3.20450  0.47
C: 6.63475 -1.44334 6.50439  -0.45
C: 7.66548 -2.28766 7.21040  0.65
O: 7.39283 -2.02352 8.57800  -0.35
C: 6.06853 -1.71593 8.67263  0.55
O: 5.45023 -1.69206 9.68158  -0.51
O: 5.55264 -1.45131 7.44508  -0.20
F: 8.92993 -1.88996 6.92363  -0.31
H: 6.98140 -0.41952 6.35601  0.35
H: 6.32521 -1.86150 5.55031  0.30
H: 7.57179 -3.35570 7.02220  -0.08
C: -3.01833 -1.06440 -2.34934  0.15
C: -3.43265 -2.08498 -3.38081  0.40
O: -3.84927 -3.18032 -2.58242  -0.36
C: -4.29953 -2.66560 -1.39911  0.48
O: -4.95007 -3.26280 -0.61053  -0.54
O: -3.90485 -1.37851 -1.26416  -0.09
F: -2.38632 -2.47474 -4.15161  -0.33
H: -1.98668 -1.19715 -2.02618  0.01
H: -3.15646 -0.04403 -2.68623  -0.12
H: -4.25589 -1.77513 -4.02513  0.37
C: 0.36795 -1.74171 -7.67237  -0.26
C: 1.18477 -0.82181 -6.80044  0.50
O: 2.51486 -1.16220 -7.14732  -0.35
C: 2.49114 -1.61252 -8.43721  0.57
O: 3.44915 -1.73761 -9.12208  -0.52
O: 1.22206 -1.88425 -8.81953  -0.35
F: 0.99417 -1.07384 -5.47757  -0.35
H: 0.21815 -2.71443 -7.20509  0.16
H: -0.58617 -1.32758 -7.94732  0.33
H: 1.02228 0.24106 -6.98526  0.30
C: 6.32550 -7.93093 6.64736  -0.45
C: 7.53011 -7.27798 7.28531  0.31
O: 7.70394 -6.12092 6.48182  -0.30
C: 6.47868 -5.78222 5.99185  0.66
O: 6.21923 -4.73319 5.50226  -0.49
O: 5.60330 -6.79750 6.15131  -0.30
F: 8.63526 -8.05235 7.19771  -0.27
H: 6.61145 -8.57412 5.81444  0.28
H: 5.72189 -8.49841 7.35000  0.28
H: 7.38660 -6.97669 8.32423  0.29
C: -2.07238 9.00378 -0.59200  -0.42
C: -3.45176 9.19424 -1.17940  0.29
O: -3.24068 8.88261 -2.54738  -0.30
C: -2.20427 8.00252 -2.60389  0.67
O: -1.93536 7.33759 -3.54960  -0.53
O: -1.53383 7.97688 -1.43181  -0.29
F: -3.87669 10.47541 -1.07397  -0.29
H: -1.46788 9.90675 -0.68642  0.28
H: -2.08748 8.68705 0.44705  0.28
H: -4.21512 8.52918 -0.77228  0.28
C: 5.10984 6.18760 -4.89895  -0.45
C: 4.73329 5.14733 -5.92845  0.31
O: 4.35051 4.04849 -5.11861  -0.27
C: 3.88958 4.55383 -3.94423  0.62
O: 3.25822 3.94115 -3.14804  -0.49
O: 4.24183 5.85219 -3.81063  -0.33
F: 5.78625 4.79024 -6.69875  -0.27
H: 6.14844 6.08189 -4.58345  0.29
H: 4.93698 7.20665 -5.23361  0.27
H: 3.89827 5.42733 -6.57275  0.28
C: -5.43419 -3.65317 -6.98625  -0.45
C: -4.70986 -4.46031 -8.03853  0.28
O: -3.66513 -3.58146 -8.42451  -0.33
C: -3.38539 -2.79299 -7.35323  0.46
O: -2.41173 -2.12610 -7.23936  -0.40
O: -4.36887 -2.87286 -6.42904  -0.20
F: -5.49437 -4.71920 -9.10978  -0.28
H: -6.18025 -2.99053 -7.42631  0.28
H: -5.90492 -4.26714 -6.22318  0.31
H: -4.27878 -5.39509 -7.67702  0.29

Cartesian forces (eV/Å) of the 3 atoms listed first:
-0.240 0.255 0.262
-0.401 -0.366 -0.559
-0.496 0.142 0.984

***

3.
Entry from the Open Molecules 2025 dataset: 2 unconnected molecules or ions with the total composition C5H5Br2Cl3O at a distorted geometry (ωB97M-V/def2-TZVPD).

Output
**Frontier orbital gap (alpha / beta)**: 7.29 / 7.55 eV
**Calculated total energy**: -184961.4503 eV

Last column: Mulliken charge in e.
Geometry (Å):
C: -1.64834 -1.49119 1.00467  0.00
C: -2.40935 0.85392 0.49892  -0.95
C: 2.08109 0.70497 -1.31756  -0.98
C: -1.74333 -0.40268 0.02406  0.22
C: 2.58201 -0.16409 -0.32756  0.61
O: -2.27616 -1.58666 1.99581  -0.45
Cl: 4.34975 0.32366 0.13420  -0.16
Cl: 1.64316 -0.08045 1.11998  -0.05
Cl: 2.61802 -1.79211 -0.86518  -0.08
Br: 2.03317 2.53145 -0.88769  0.01
Br: -0.51577 -0.13975 -1.31011  0.08
H: -0.98859 -2.43355 0.70913  0.26
H: -2.01418 0.99718 1.46436  0.30
H: -2.33507 1.68852 -0.27335  0.37
H: -3.43834 0.54458 0.44045  0.29
H: 2.06193 0.44622 -2.41014  0.52

Cartesian forces (eV/Å) of the 3 atoms listed first:
2.598 -2.657 -3.659
-0.354 -0.422 -3.160
-0.321 1.843 -2.673

***

4.
Entry from the Open Molecules 2025 dataset: 2 unconnected molecules or ions with the total composition C6H8S3Si at a distorted geometry (ωB97M-V/def2-TZVPD).

Output
**Frontier orbital gap**: 8.23 eV
**Calculated total energy**: -46735.9044 eV
**Relative energy (zero: lowest compared OMol25 entry of this formula, charge and spin)**: 15.0 kJ/mol

Last column: Mulliken charge in e.
Geometry (Å):
C: 2.69847 0.46156 -0.09333  -0.55
C: 1.88521 -0.62934 0.28396  -0.46
C: 2.10129 1.68566 -0.31615  -0.43
C: 0.53194 -0.51877 0.22325  -0.19
C: 0.73342 1.83766 -0.39515  -0.45
C: -0.05715 0.68557 -0.16510  0.85
Si: -1.86254 0.78447 -0.41077  0.52
S: -3.11989 -0.73205 0.17811  -0.40
S: -1.37035 -3.99292 1.53248  -0.28
S: -2.41039 2.57268 -1.43582  -0.34
H: 3.77629 0.40793 0.06059  0.34
H: 2.43220 -1.45256 0.62558  0.41
H: 2.80965 2.53524 -0.60663  0.25
H: -0.16229 -1.29893 0.51257  0.06
H: 0.32055 2.83365 -0.62258  0.21
H: -2.60704 -4.63934 1.38452  0.16
H: -1.88086 -3.04419 0.68221  0.06
H: -3.81851 2.50367 -1.43770  0.22

Cartesian forces (eV/Å) of the 3 atoms listed first:
-0.759 -0.318 1.477
1.470 1.584 -0.692
2.004 1.650 -1.498

***

5.
Entry from the Open Molecules 2025 dataset: 9 unconnected molecules or ions with the total composition C30H51INO34S8 at a distorted geometry (ωB97M-V/def2-TZVPD).

Output
**Frontier orbital gap**: 6.70 eV
**Calculated total energy**: -197807.8203 eV
**Charge**: +1

Last column: Mulliken charge in e.
Geometry (Å):
C: -1.28593 -0.27671 -1.69720  -0.39
C: -0.87905 0.04619 -2.96148  0.25
C: -1.73691 -0.43819 -4.12364  0.23
O: -2.81496 0.06311 -4.20288  -0.52
O: -1.39747 -1.37750 -5.03015  -0.45
C: -0.00994 -1.71999 -5.10512  -0.52
C: 0.43741 -2.76744 -4.06002  -0.14
C: 1.94946 -2.55841 -3.76843  -0.94
C: 2.15458 -1.89149 -2.38642  0.40
C: 3.15065 -0.72676 -2.41708  -0.21
C: 3.01124 0.10656 -1.10384  -0.91
C: 2.62288 1.52333 -1.43366  0.57
C: 3.21204 2.30238 -2.44552  -0.27
C: 2.75307 3.57208 -2.69284  -0.79
N: 1.74660 4.07355 -1.95146  0.03
C: 1.16263 3.38195 -0.95925  -0.40
I: -0.39077 4.21930 0.17063  0.28
C: 1.58747 2.09822 -0.67844  -0.23
H: -1.64923 0.46407 -0.98479  0.36
H: -1.29441 -1.34163 -1.44218  0.03
H: 0.00952 0.65936 -3.13194  0.15
H: 0.65572 -0.84852 -5.12901  0.17
H: 0.11191 -2.20579 -6.07634  0.44
H: 0.32473 -3.75666 -4.50681  0.42
H: -0.16749 -2.68749 -3.15624  0.09
H: 2.38115 -3.56291 -3.73827  0.48
H: 2.42890 -2.01551 -4.58583  0.33
H: 1.17076 -1.56527 -2.05279  -0.49
H: 2.48863 -2.67479 -1.69965  0.18
H: 4.16006 -1.12791 -2.54178  0.53
H: 2.90041 -0.14252 -3.30894  -0.18
H: 3.89327 0.03834 -0.46393  0.40
H: 2.15504 -0.32234 -0.57549  0.29
H: 4.02145 1.89207 -3.03559  0.63
H: 3.19823 4.14841 -3.49346  0.49
H: 1.40691 5.01225 -2.13001  0.28
H: 1.12273 1.53781 0.12238  0.48
C: -3.59198 8.85307 -0.17490  -0.08
C: -3.21637 7.85490 -1.24321  -0.40
O: -2.89547 6.65522 -0.51678  -0.27
S: -3.81144 6.57547 0.80264  1.19
O: -4.92273 5.73555 0.52598  -0.55
O: -2.96403 6.37114 1.92517  -0.55
O: -4.31720 8.08677 0.80110  -0.30
H: -2.71011 9.27464 0.30702  0.03
H: -4.21086 9.65762 -0.56208  0.34
H: -2.36880 8.18000 -1.83999  0.34
H: -4.06053 7.63689 -1.90047  0.31
C: -2.57000 -4.52189 1.32513  -0.05
C: -2.31628 -3.11703 1.81850  -0.48
O: -0.88767 -2.97485 1.76367  -0.26
S: -0.31073 -3.83109 0.54813  0.62
O: -0.11293 -2.95494 -0.56431  -0.40
O: 0.72577 -4.66482 1.03243  -0.42
O: -1.60781 -4.71342 0.26704  -0.25
H: -2.37553 -5.25580 2.10174  0.03
H: -3.58179 -4.65068 0.94755  0.44
H: -2.67896 -2.95643 2.82955  0.36
H: -2.75758 -2.37220 1.15101  0.30
C: -6.54698 4.77531 4.15276  -0.31
C: -6.15789 3.77921 3.08397  -0.12
O: -5.83573 2.58198 3.80279  -0.31
S: -6.75576 2.48532 5.11602  1.10
O: -7.86122 1.64315 4.83915  -0.54
O: -5.91169 2.27711 6.23500  -0.53
O: -7.27167 4.00581 5.11968  -0.32
H: -5.66678 5.19895 4.64164  0.30
H: -7.16604 5.58022 3.76548  0.31
H: -5.31198 4.11130 2.49081  0.12
H: -6.99841 3.56138 2.42128  0.29
C: 2.92635 2.56967 -6.23361  -0.33
C: 2.88680 2.05650 -7.65774  -0.47
O: 4.00575 1.16580 -7.74696  -0.30
S: 4.24465 0.45032 -6.33800  1.07
O: 3.62210 -0.82213 -6.35533  -0.51
O: 5.59609 0.62937 -5.95925  -0.59
O: 3.32602 1.43787 -5.44702  -0.16
H: 3.67986 3.35313 -6.11561  0.26
H: 1.95977 2.94112 -5.89906  0.35
H: 2.97466 2.85224 -8.39186  0.36
H: 1.97740 1.48342 -7.85049  0.30
C: -1.62280 -9.15760 0.34403  -0.30
C: -2.53331 -10.18967 0.97490  -0.42
O: -3.05241 -9.54068 2.14431  -0.31
S: -3.20015 -7.97295 1.86259  1.05
O: -4.54142 -7.69218 1.49816  -0.58
O: -2.53697 -7.27276 2.90356  -0.48
O: -2.30117 -7.90881 0.53839  -0.20
H: -0.66011 -9.10747 0.85667  0.29
H: -1.45921 -9.33833 -0.71491  0.31
H: -2.00847 -11.10106 1.24658  0.32
H: -3.37264 -10.43504 0.32087  0.30
C: 0.46357 10.05965 3.39568  -0.30
C: 0.75470 11.53897 3.52578  -0.38
O: 0.25305 12.10926 2.30824  -0.29
S: -1.02565 11.28434 1.81792  1.11
O: -2.19806 11.95334 2.24484  -0.54
O: -0.82355 10.90038 0.46383  -0.54
O: -0.81576 9.99715 2.75158  -0.25
H: 1.19502 9.56463 2.75332  0.28
H: 0.42774 9.55571 4.35775  0.31
H: 1.81461 11.74917 3.63657  0.31
H: 0.20760 11.98232 4.35996  0.30
C: 1.59543 -5.03368 6.52770  -0.38
C: 1.86968 -6.37012 5.87145  -0.31
O: 0.96892 -6.41195 4.75694  -0.32
S: 0.75770 -4.93320 4.18183  1.18
O: 1.61555 -4.74645 3.06914  -0.44
O: -0.63657 -4.67948 4.10636  -0.62
O: 1.36553 -4.13272 5.43575  -0.32
H: 0.69198 -5.06807 7.13967  0.29
H: 2.42919 -4.68855 7.13329  0.32
H: 1.68880 -7.20833 6.53829  0.33
H: 2.89067 -6.42562 5.48700  0.25
C: 4.94197 -4.85200 1.61692  -0.11
C: 4.80326 -5.34765 0.19536  -0.23
O: 5.91927 -6.22767 0.01263  -0.35
S: 6.26223 -6.95338 1.40396  1.08
O: 5.65568 -8.23444 1.41514  -0.54
O: 7.64019 -6.76951 1.67473  -0.52
O: 5.40553 -5.98577 2.35770  -0.27
H: 5.69500 -4.06351 1.69277  0.30
H: 3.99685 -4.49438 2.02098  0.14
H: 4.82897 -4.54202 -0.53397  0.25
H: 3.88608 -5.92620 0.06464  0.29

Cartesian forces (eV/Å) of the 3 atoms listed first:
0.267 -0.226 -0.729
0.187 -0.486 0.502
0.644 -1.403 -0.333